66
Properties=species:S:1:pos:R:3:forces:R:3 method="wB97M-V/def2-TZVPD" charge=+2 e_homo_ha=-0.511 gap_ha=0.2529
Ir 1.02745 0.74753 -0.68422 -0.1 -0.2 -0.8
C 1.79633 0.28089 -3.26268 -0.2 0.0 0.6
C 2.64867 -0.97633 -3.07184 0.0 -0.1 0.0
C 3.88221 -0.92442 -3.97062 0.0 0.0 0.0
C 3.07924 -1.19044 -1.61595 -0.3 0.0 0.2
C 3.54191 -2.61347 -1.27007 0.0 0.0 0.0
O 2.79017 -2.95920 -0.06592 0.0 -0.1 -0.1
C 1.85237 -2.05056 0.10362 0.1 0.0 -0.1
N 1.93129 -1.03900 -0.69069 0.0 0.1 0.1
C 0.80238 -2.31589 1.09239 0.0 0.0 0.0
C 1.00991 -3.36084 1.98545 0.0 0.0 0.0
C 0.00537 -3.74771 2.85955 0.0 0.0 0.0
C -1.22897 -3.12358 2.80989 0.0 0.0 0.0
C -1.44483 -2.07672 1.92214 0.0 0.0 0.0
C -0.43115 -1.64055 1.07601 0.1 0.0 0.1
P -0.83662 -0.26432 -0.02644 -0.2 -0.1 -0.1
C -1.81872 -0.94653 -1.36946 0.0 -0.1 0.0
C -3.20409 -0.78396 -1.40515 0.0 0.1 0.0
C -3.94472 -1.39324 -2.40692 0.0 0.0 0.0
C -3.31674 -2.18137 -3.35858 0.0 0.0 0.0
C -1.94318 -2.38246 -3.30277 0.0 0.0 0.0
C -1.19688 -1.77328 -2.30998 -0.1 0.0 0.0
C -1.79836 0.94937 0.87066 0.0 0.1 0.0
C -1.75949 1.03883 2.26431 0.0 0.0 0.0
C -2.41184 2.08021 2.90690 0.0 0.0 0.0
C -3.08289 3.04412 2.16842 0.0 0.0 0.0
C -3.09641 2.97939 0.77930 0.0 0.0 0.0
C -2.45353 1.94005 0.12882 0.0 0.0 0.0
H 1.55411 0.43127 -4.31439 0.0 0.1 0.0
H 2.29689 1.19253 -2.91276 0.1 0.0 -0.2
H 0.74606 0.19190 -2.84171 0.2 0.0 0.4
H 2.03491 -1.83442 -3.36712 0.0 0.0 0.0
H 4.54622 -0.11105 -3.67128 0.0 0.0 0.0
H 3.60056 -0.76178 -5.01038 0.0 0.0 0.0
H 4.44531 -1.85686 -3.92730 0.0 0.0 0.0
H 3.82192 -0.43443 -1.33487 0.1 -0.1 -0.1
H 4.59887 -2.71374 -1.04917 0.0 0.0 0.1
H 3.24914 -3.33406 -2.03408 0.1 0.0 0.0
H 1.95935 -3.87775 1.98730 0.0 0.0 0.0
H 0.18324 -4.55116 3.56079 0.0 0.0 0.0
H -2.03062 -3.44650 3.46015 0.0 0.0 0.0
H -2.41679 -1.60110 1.89495 0.0 0.0 0.0
H -3.70981 -0.19285 -0.65358 0.0 0.0 0.0
H -5.01712 -1.25745 -2.43694 0.0 0.0 0.0
H -3.90069 -2.65768 -4.13449 0.0 0.0 0.0
H -1.45995 -3.02403 -4.02764 0.0 0.0 0.0
H -0.13778 -1.96911 -2.24762 0.2 0.0 0.0
H -1.22812 0.30221 2.85196 0.0 0.0 0.0
H -2.39631 2.13511 3.98738 0.0 0.0 0.0
H -3.59491 3.85165 2.67519 0.0 0.0 0.0
H -3.61494 3.73478 0.20407 0.0 0.0 0.0
H -2.45103 1.90886 -0.95422 0.0 0.0 0.0
Cl -0.15080 5.45259 4.66934 0.0 0.0 0.0
C 0.31141 4.18911 3.59817 0.0 0.0 0.0
C 0.84554 3.00399 4.12404 0.0 0.0 0.0
C 1.20357 1.96848 3.29626 0.0 0.0 0.0
Cl 1.79991 0.49535 3.96184 0.0 0.0 0.0
C 1.06577 2.07070 1.89751 0.0 0.0 -0.1
O 1.49312 1.04798 1.18051 -0.1 0.0 0.0
C 0.51317 3.26688 1.37837 0.0 0.0 0.0
C 0.27003 3.48247 -0.00417 0.0 0.0 0.0
O 0.38075 2.65151 -0.93761 0.1 0.1 0.2
C 0.15038 4.32123 2.24792 0.0 0.0 0.0
H 0.96719 2.89814 5.19419 0.0 0.0 0.0
H -0.06087 4.47941 -0.30274 0.0 0.0 0.0
H -0.26653 5.23130 1.83590 0.0 0.0 0.0

=====

26
Properties=species:S:1:pos:R:3:forces:R:3 method="wB97M-V/def2-TZVPD" charge=+1 e_homo_ha=-0.483 gap_ha=0.3283
C 2.30913 0.09460 -0.69913 -0.1 -0.4 -2.8
C 1.63543 0.74509 0.35405 -1.2 2.7 1.9
C 3.25123 -0.57925 0.14533 -1.8 -4.8 0.3
C 1.44504 -0.42433 -1.67567 -2.8 1.8 -3.0
C 2.43598 -0.05339 1.31282 1.5 0.7 4.0
C -3.04014 0.88851 -0.75580 1.4 1.4 -0.9
C -3.09058 0.13485 0.59382 -1.1 -0.8 -0.6
C 0.61074 -0.28553 -0.28471 0.0 1.4 -1.3
C -1.47976 1.05869 -1.15179 -2.0 -1.2 2.2
C -1.71892 -0.41993 0.77146 1.7 1.2 -1.3
C -0.75598 0.27780 -0.33711 -2.3 -1.0 0.2
N -1.20049 -1.19986 1.59655 2.6 1.0 -2.2
H 3.44123 -1.69549 0.07552 -0.2 1.4 -0.3
H 4.09431 -0.05587 0.12647 3.9 2.1 -0.2
H 0.75367 0.13934 -2.43619 1.7 -0.1 1.6
H 1.63385 -1.32374 -2.21326 0.5 -1.1 0.5
H 3.09123 0.51127 2.11764 -1.6 -1.2 -1.5
H 1.77110 -0.82779 1.73764 0.8 0.5 0.4
H -3.43516 0.35448 -1.65166 -0.2 0.1 1.0
H -3.52777 1.88362 -0.72816 0.2 -0.6 0.0
H -3.39031 0.69483 1.50677 0.3 0.1 -0.9
H -3.83871 -0.69930 0.51848 0.7 0.6 0.2
H 0.61711 -1.21309 0.17774 0.0 -1.4 1.3
H -1.26551 1.72029 -1.96328 0.6 0.0 -0.4
H -1.71612 -1.53887 2.31861 -2.3 -1.3 2.3
H 1.36939 1.81306 0.54388 -0.3 -1.2 -0.6

=====

93
Properties=species:S:1:pos:R:3:forces:R:3 method="wB97M-V/def2-TZVPD" multiplicity=2 s2=0.753 e_homo_ha="-0.146 / -0.268" gap_ha="0.1697 / 0.2916"
Al 0.38062 0.00934 -0.22035 -0.5 0.1 0.2
C 1.38804 -4.36653 -2.46271 0.0 -1.6 0.8
C 1.17268 -2.89690 -2.27973 -1.0 0.1 -0.8
C 0.65508 -2.34301 -3.63548 -1.1 0.8 0.1
C 2.48332 -2.15257 -2.03681 0.0 1.4 0.7
P -0.01118 -2.47504 -0.86093 1.3 0.2 0.8
C 0.62396 -3.42360 0.73440 -0.7 0.1 -0.7
N 0.47773 -2.60914 1.93193 0.0 0.9 -0.2
B 0.82868 -1.13593 2.01870 -1.3 -2.2 0.6
N 0.07394 -0.69144 3.20356 0.4 0.6 -1.5
C -0.44519 0.66280 3.31322 -0.3 -0.4 -1.2
P -0.85971 1.36863 1.55198 0.2 0.5 0.5
C -2.74062 1.37421 1.42080 -0.4 0.0 -0.5
C -3.15038 1.05060 -0.05410 -1.0 -0.6 0.1
C -3.36030 0.23556 2.26102 -0.8 -0.1 -0.4
C -3.41105 2.72460 1.80189 1.4 0.3 -0.4
C -0.27791 3.14359 1.70956 0.0 0.9 0.0
C 1.25313 3.05688 1.71382 0.9 -1.1 0.4
C -0.74917 3.91443 2.98694 -0.3 -0.1 0.9
C -0.60068 3.93853 0.38646 -0.6 0.7 0.9
C -0.44493 -1.78998 3.85435 0.2 -0.6 -0.1
C -0.78679 -1.85010 5.19531 0.0 -0.5 0.4
C -0.79765 -3.09098 5.79687 -0.2 -1.6 -0.4
C -0.60768 -4.27064 5.02198 -0.3 -0.4 2.0
C -0.38917 -4.22580 3.68184 0.2 0.1 -1.5
C -0.23908 -2.96771 3.09388 0.8 0.8 -0.2
C -1.71962 -3.17684 -1.11652 -0.9 -0.6 0.1
C -1.68430 -4.64990 -1.59130 0.9 0.1 -0.3
C -2.61191 -3.15223 0.18198 0.5 0.4 -1.2
C -2.41125 -2.32451 -2.17547 -0.6 0.0 -0.3
H 2.02143 -4.50426 -3.33623 0.3 -0.3 0.0
H 0.46237 -4.96519 -2.61282 0.8 0.7 -0.1
H 1.85666 -4.81378 -1.55666 0.1 0.2 -0.7
H 1.49298 -2.44237 -4.33276 -0.1 0.2 0.0
H 0.39726 -1.23826 -3.52014 0.2 -1.4 -0.4
H -0.21287 -2.90041 -4.10330 0.9 0.6 0.7
H 3.28193 -2.46853 -2.72205 -0.3 -0.2 0.2
H 2.81021 -2.23050 -0.98303 0.1 -0.1 -0.6
H 2.33355 -1.04904 -2.24326 0.2 -1.1 0.3
H 1.64440 -3.80775 0.59371 -0.2 0.3 -0.1
H -0.05462 -4.30118 0.75789 0.4 0.4 0.3
H 0.34222 1.27377 3.70345 0.1 0.8 0.5
H -1.36598 0.68172 3.91466 0.5 0.1 0.0
H -3.02791 -0.04720 -0.28348 0.2 1.2 0.1
H -2.68169 1.68224 -0.81459 0.3 -0.2 0.1
H -4.26041 1.24364 -0.16023 1.0 -0.2 0.2
H -2.80195 -0.69231 2.15206 0.2 -0.1 -0.1
H -4.37834 0.04797 1.81587 0.8 0.1 0.7
H -3.45407 0.40030 3.34657 0.0 0.3 -0.4
H -2.93063 3.61451 1.27329 -0.9 -1.3 1.0
H -3.37300 2.84669 2.89163 -0.1 0.3 -0.3
H -4.43109 2.64573 1.46507 -0.6 0.1 0.1
H 1.67202 2.52205 2.63061 -0.6 0.7 -1.1
H 1.70542 4.07200 1.67865 -0.3 -0.6 -0.1
H 1.56056 2.42753 0.83681 0.1 0.9 0.7
H -1.45953 3.36485 3.66893 0.6 0.4 -0.9
H -1.24052 4.86602 2.72888 0.1 -0.3 0.0
H 0.09621 4.17228 3.66441 -0.3 -0.2 -0.6
H -0.31380 3.44110 -0.53041 0.0 -0.5 0.0
H -0.03690 4.87777 0.38977 0.2 -0.1 0.2
H -1.65097 4.27863 0.32360 0.5 -0.4 -0.1
H -0.90249 -0.97542 5.81283 0.0 0.3 -0.1
H -0.95096 -3.23975 6.86279 0.0 0.3 -0.2
H -0.54151 -5.25805 5.53281 -0.3 0.9 -0.4
H -0.25986 -5.13239 3.07972 0.1 0.3 0.3
H -0.99423 -5.25349 -0.91009 -1.1 0.4 -1.1
H -1.32269 -4.66260 -2.65646 -0.3 -0.3 1.1
H -2.71115 -5.04331 -1.60723 0.3 -0.1 0.2
H -2.19257 -3.82161 0.91220 0.1 0.2 0.7
H -3.60991 -3.52901 -0.04981 0.1 -0.2 -0.4
H -2.79296 -2.13127 0.50583 0.4 0.0 0.5
H -2.00865 -2.49506 -3.18100 -0.1 0.1 0.3
H -2.33041 -1.26225 -1.93464 0.0 0.0 -0.1
H -3.49012 -2.57864 -2.20146 0.5 0.1 0.0
C 1.66913 5.74815 -4.25136 -0.6 -0.3 -1.3
C 1.12066 4.48194 -3.61260 0.0 -0.1 -0.1
O 2.19613 3.52396 -3.54138 -0.9 0.0 -0.3
P 2.55072 2.51519 -2.29568 -0.7 0.8 1.1
S 2.17198 -0.38430 1.07399 0.0 0.3 -0.2
S 0.69207 1.35990 -2.07442 0.0 -0.4 -0.4
O 3.61031 1.64380 -3.12397 0.8 -0.2 -0.5
C 4.99755 2.15597 -3.27260 -0.5 -0.7 0.0
C 5.44820 2.96291 -2.06588 -0.1 -0.3 0.3
H 0.95608 6.54373 -4.06084 0.2 0.4 0.3
H 1.71240 5.70305 -5.37651 0.2 -0.3 1.1
H 2.66196 5.95450 -3.86985 0.0 0.3 0.1
H 0.26459 4.08647 -4.18484 0.5 -0.2 0.0
H 0.68222 4.72448 -2.63986 0.4 -0.2 0.3
H 5.11208 2.76921 -4.18321 -0.6 -0.3 0.2
H 5.54756 1.21490 -3.42809 0.1 0.5 0.2
H 4.70882 3.77055 -1.88159 0.7 -0.4 0.1
H 6.42197 3.40873 -2.27577 0.0 0.0 0.0
H 5.54158 2.31537 -1.16505 -0.2 0.6 -0.5

=====

13
Properties=species:S:1:pos:R:3:forces:R:3 method="wB97M-V/def2-TZVPD" e_homo_ha=-0.349 gap_ha=0.3277
C 0.42513 1.06655 2.03030 -1.5 2.8 0.6
C 0.10798 0.48094 -0.20237 0.5 -1.3 0.3
C -0.31633 -0.59395 -0.89658 1.8 1.3 -4.5
C -0.20436 -0.64326 -2.42228 -0.5 -0.3 0.0
C -0.65502 -1.76630 -0.23459 -4.4 -6.4 2.5
H -0.37688 2.13044 2.35267 2.7 -3.3 -1.3
H 0.67540 0.61635 3.06231 -0.6 0.0 -2.2
H 1.34888 1.37757 1.44562 -1.0 0.1 1.6
H 0.88704 1.28516 -0.43879 -1.9 -1.0 0.0
H -0.60679 -1.68947 -2.81202 0.9 1.9 0.1
N -1.17575 -2.77793 0.19494 3.2 5.2 -2.2
O -0.28291 0.21686 1.03271 1.5 2.9 3.8
O 0.17359 0.29705 -3.11192 -0.6 -1.8 1.2